A 14-piece molecular cluster, C56H133Cl14O28P7 overall. Source: the OMol25 dataset; level of theory: ωB97M-V with the def2-TZVPD basis set.

Energy (a.u.): -13153.09563
Frontier orbital gap (eV): 10.059
LUMO (eV): 0.288
Net charge: 0

Last column: Mulliken charge in e.
Positions of all 238 atoms, in Å:
C  14.0963  20.6852  29.1109  -0.784
C  13.8190  19.2446  28.9570  -0.440
O  13.4249  18.9805  27.6122  0.229
P  12.8356  17.6604  27.0896  0.342
O  12.0200  16.8813  28.0161  -0.827
O  13.9762  16.7143  26.4996  -0.401
C  15.1593  17.0337  25.7669  0.880
C  15.9690  15.8113  25.4625  -1.073
O  12.2020  18.2832  25.7724  -0.034
C  11.5066  17.3205  24.9762  -0.313
C  10.7490  17.9343  23.8340  -1.157
H  14.2675  20.9599  30.1493  0.481
H  15.0269  20.9731  28.6131  0.087
H  13.1750  21.2378  28.7180  0.156
H  14.7355  18.6751  29.1000  0.298
H  13.0625  18.8175  29.6010  0.395
H  14.8320  17.5897  24.8875  -0.267
H  15.6714  17.8101  26.4137  0.078
H  16.0498  15.2224  26.4041  0.341
H  15.5268  15.1988  24.6881  0.276
H  16.9425  16.1202  25.0512  0.200
H  12.1435  16.5172  24.7001  0.381
H  10.7732  16.9347  25.7109  0.408
H  10.0891  18.6992  24.1470  0.373
H  11.3005  18.3724  23.1242  0.063
H  10.0656  17.2184  23.3272  0.383
C  13.8025  17.3944  15.8945  -0.560
C  14.5492  18.0622  17.0704  0.227
O  16.0246  18.1159  16.9294  1.027
P  16.7120  18.6002  15.6229  -1.723
O  18.1399  18.9117  15.6554  -0.129
O  16.4564  17.5017  14.4939  -0.004
C  17.5474  16.6638  14.0060  -0.172
C  17.7777  15.5502  15.0120  -0.957
O  15.7055  19.7132  15.1829  0.333
C  15.6313  20.2388  13.7997  -0.378
C  16.7187  21.2764  13.5992  -1.194
H  14.1334  16.3107  15.8912  0.020
H  12.7308  17.4846  16.0144  0.501
H  14.1104  17.8697  14.9484  -0.034
H  14.2335  19.0493  17.3211  -0.325
H  14.3891  17.4742  17.9357  0.400
H  17.2412  16.1619  13.0411  0.298
H  18.4487  17.2621  13.8251  0.248
H  16.8495  15.0366  15.2383  0.237
H  18.4946  14.8365  14.5681  0.434
H  18.2244  15.7863  16.0586  0.126
H  15.8086  19.4836  13.0496  0.334
H  14.6093  20.6818  13.8170  0.357
H  17.6074  20.7273  13.3748  0.295
H  16.4235  21.8518  12.7433  0.448
H  16.9490  21.9149  14.4569  0.199
C  22.9007  16.9784  21.6805  -0.952
C  23.0041  18.4076  21.1135  -0.080
O  21.7637  18.9643  20.6455  0.307
P  21.7972  19.8837  19.3401  0.060
O  22.7663  20.9829  19.3343  -0.981
O  22.0335  18.7567  18.2687  -0.326
C  22.2978  19.2513  16.8928  -0.532
C  21.1041  19.0368  15.9563  -0.811
O  20.3511  20.3414  19.3548  0.201
C  19.1739  19.4382  19.0518  0.692
C  17.9619  20.2349  18.8187  -0.130
H  22.5485  16.3112  20.8977  0.300
H  23.8033  16.6660  22.1670  0.423
H  22.1256  16.9497  22.5220  0.004
H  23.4414  19.1746  21.8410  0.105
H  23.6686  18.3032  20.2556  0.269
H  22.5940  20.2959  17.0190  0.391
H  23.0937  18.6053  16.5684  0.329
H  20.3157  19.7850  16.2180  0.115
H  21.4206  19.3152  14.9561  0.421
H  20.6939  18.0945  15.9346  0.325
H  19.3851  18.7528  18.1976  0.481
H  19.0228  18.9147  20.0261  -0.946
H  17.8156  20.9787  19.6128  -0.317
H  17.8795  20.6951  17.8457  0.792
H  17.1666  19.5258  18.9153  -0.077
C  15.8144  29.5052  22.4512  -0.936
C  17.2061  29.7215  21.9266  -0.485
O  18.0401  28.5884  22.1094  0.339
P  19.0158  27.9761  21.0100  0.159
O  19.9923  27.0149  21.5309  -0.227
O  17.9947  27.4969  19.9045  -0.452
C  17.0810  26.3605  20.0218  0.566
C  17.3892  25.4584  18.7901  -0.965
O  19.7042  29.2734  20.3640  -0.352
C  21.0806  29.5520  20.5689  -0.406
C  21.5162  29.8538  21.9863  -0.902
H  15.7964  28.6731  23.2014  0.059
H  15.3269  30.2371  23.0599  0.425
H  15.1545  29.0505  21.6694  0.269
H  17.2001  30.0223  20.8923  0.467
H  17.6997  30.5406  22.4600  0.309
H  17.1911  25.7362  20.9883  -0.137
H  16.0576  26.7769  19.9524  0.172
H  16.7724  24.5686  19.0240  -0.121
H  17.1152  25.8557  17.8682  0.522
H  18.4476  25.1946  18.8148  0.274
H  21.6231  28.7784  20.1418  0.335
H  21.2318  30.5126  19.9383  0.248
H  20.9379  30.6004  22.4387  0.348
H  21.4436  29.0024  22.6460  0.095
H  22.5338  30.2665  22.0094  0.466
C  17.7562  26.0445  24.8269  -0.716
C  18.8853  27.0964  24.7101  0.320
O  19.5463  27.0818  26.0692  -0.575
P  21.1308  27.2847  26.0887  0.054
O  21.7267  27.2397  27.4413  -0.828
O  21.4765  28.6327  25.3007  0.430
C  21.5795  29.8329  26.1178  -0.528
C  22.9791  30.1452  26.5134  -1.071
O  21.6157  26.1103  25.0996  0.423
C  22.8901  25.4485  25.4086  -0.215
C  23.8919  26.3803  24.6848  -1.210
H  17.0841  25.9998  24.0130  0.183
H  18.0443  25.0591  25.1127  0.081
H  17.1488  26.3345  25.7560  0.384
H  19.5695  27.1990  23.8542  0.175
H  18.4377  28.1272  24.6862  -0.014
H  21.2292  30.5547  25.3570  0.285
H  20.7762  29.8632  26.8728  0.416
H  23.3105  29.3070  27.0919  0.253
H  23.5416  30.2834  25.6075  0.293
H  22.9404  31.0223  27.2432  0.355
H  22.9517  25.3779  26.4464  0.549
H  22.8266  24.4332  24.9630  0.037
H  23.8210  27.3697  25.1047  0.162
H  24.9125  26.1408  24.7193  0.541
H  23.5460  26.4388  23.6644  0.228
C  12.0757  10.1417  13.6091  -1.358
C  12.0473  11.2271  14.6720  -0.206
O  11.6942  12.4821  14.0803  -0.335
P  11.9631  13.8443  14.8323  0.861
O  13.3396  14.0528  15.3161  -0.604
O  11.4256  14.9668  13.8424  -0.094
C  10.2181  14.8499  13.1432  -0.140
C  9.7962  16.1528  12.4937  -1.328
O  10.8869  13.7655  15.9247  -0.372
C  10.7216  14.8595  16.8775  0.022
C  11.5171  14.5919  18.1071  -1.107
H  11.0600  10.0313  13.3377  0.328
H  12.7467  10.3602  12.8472  0.395
H  12.3466  9.2828  14.1880  0.394
H  11.2256  10.9156  15.3291  0.241
H  12.9987  11.2970  15.2418  0.330
H  10.3272  14.0539  12.4226  0.310
H  9.3525  14.5820  13.7349  0.325
H  9.3821  16.9476  13.1786  0.276
H  10.5606  16.6197  11.8934  0.333
H  9.0223  15.8430  11.8259  0.408
H  10.9447  15.7488  16.3162  0.087
H  9.6567  14.9289  17.0517  0.310
H  11.2266  13.6132  18.6328  0.295
H  12.6434  14.5615  18.0453  0.202
H  11.3928  15.3455  18.8608  0.447
C  16.8996  23.7499  22.2921  -0.503
C  16.4602  22.5175  22.8916  1.805
O  16.6384  21.3906  22.0681  0.964
P  16.2706  19.9644  22.4684  -0.755
O  15.7411  19.8630  23.8703  -0.730
O  15.2471  19.3675  21.3521  0.573
C  13.8038  19.4227  21.6698  0.900
C  13.0993  18.7879  20.4933  -0.933
O  17.6496  19.1439  22.0818  0.379
C  18.8052  19.3248  22.9842  1.476
C  18.7481  18.3282  24.1131  -0.888
H  17.9458  24.0668  22.4043  0.055
H  16.8816  23.5636  21.2266  0.130
H  16.1906  24.5189  22.5106  -0.023
H  16.9454  22.2936  23.8458  -0.296
H  15.3858  22.5843  22.9681  -1.613
H  13.5683  18.9279  22.5853  -0.071
H  13.5891  20.4734  21.7968  -0.510
H  13.4518  19.2988  19.6199  -0.139
H  13.2998  17.7334  20.3843  0.193
H  12.0322  18.9678  20.6016  0.554
H  19.7015  19.2738  22.3694  -0.260
H  18.6835  20.2864  23.4935  -0.770
H  19.1146  17.3168  23.8426  0.314
H  19.1467  18.6240  25.0813  0.467
H  17.6756  18.1201  24.3068  -0.437
Cl  22.0538  21.6923  26.5359  -0.111
C  20.8987  22.6254  27.5026  -0.732
C  19.8211  23.1211  26.6088  0.054
Cl  19.0277  21.7200  25.8379  0.089
H  21.3798  23.4920  27.9848  0.382
H  20.4144  21.9418  28.2442  0.418
H  20.1616  23.8127  25.8635  -0.461
H  19.0439  23.6289  27.1975  0.378
Cl  12.4606  21.2542  17.5384  -0.167
C  13.4484  22.6120  16.9995  -0.253
C  14.2285  23.1587  18.1518  -0.733
Cl  15.3917  22.0166  18.8460  -0.010
H  12.8351  23.4512  16.6606  0.448
H  14.0739  22.3400  16.1821  0.030
H  13.5764  23.4975  18.9478  0.257
H  14.7385  24.0856  17.7981  0.266
Cl  23.5953  22.1345  22.7721  -0.218
C  22.7687  23.1450  21.5869  -0.262
C  21.4176  23.6095  22.1121  -0.216
Cl  20.2539  22.2560  22.0564  0.065
H  22.7036  22.5960  20.6585  0.224
H  23.3960  24.0412  21.4584  0.485
H  20.9698  24.3730  21.4262  0.003
H  21.4644  23.9339  23.1517  -0.217
Cl  12.9456  23.2631  22.1042  -0.003
C  12.1448  24.5492  22.9425  -0.412
C  12.8763  25.8638  22.8438  0.068
Cl  12.9129  26.5989  21.2487  -0.209
H  12.0379  24.2503  23.9739  0.039
H  11.1379  24.6533  22.5796  0.377
H  13.9627  25.8524  23.1033  -0.363
H  12.3665  26.5144  23.5345  0.478
Cl  14.7941  24.8163  25.5429  -0.189
C  15.0487  23.0800  26.0843  -0.178
C  14.0740  22.0855  25.4823  1.871
Cl  12.3722  22.3889  25.9948  -0.281
H  15.0115  23.0952  27.1690  0.659
H  16.0098  22.7864  25.8232  -0.294
H  14.3846  21.1390  25.8136  0.169
H  14.0423  22.3148  24.4099  -1.584
Cl  22.6968  14.8215  25.0867  -0.189
C  23.8480  15.5831  26.2751  -0.385
C  23.5655  17.0816  26.4920  -0.639
Cl  23.5211  18.2204  25.1563  -0.042
H  24.8939  15.5265  25.8633  0.263
H  23.7533  15.0115  27.2289  0.340
H  24.3125  17.3923  27.2289  0.335
H  22.6322  17.2745  27.0264  0.313
Cl  15.0375  15.3399  21.1010  -0.214
C  16.5153  15.9680  20.2707  0.215
C  17.7134  15.5936  21.0908  -0.295
Cl  19.2105  16.1504  20.2048  -0.180
H  16.5430  17.0647  20.2273  -0.347
H  16.6061  15.5581  19.2736  0.417
H  17.7951  14.5486  21.2499  0.603
H  17.7541  16.0803  22.0839  -0.190

Forces on the atoms, in the same order (eV/Å):
C -1.218 1.528 -0.279
C 0.717 -1.593 -0.038
O 0.745 1.540 -0.069
P 0.404 -1.255 -1.120
O -0.341 0.185 -0.013
O -0.392 -0.813 0.832
C -0.345 2.414 0.640
C 0.282 -0.132 0.626
O 0.119 0.306 -0.388
C -2.077 0.036 1.338
C -2.163 -1.904 1.462
H -0.277 -0.123 0.200
H -0.348 0.035 -0.398
H 1.499 -0.324 0.476
H 0.139 -0.154 0.358
H -0.250 0.238 0.360
H 0.291 -0.080 -0.318
H 0.118 -0.974 -0.821
H 0.324 0.262 -0.765
H -0.406 -0.182 -0.052
H -0.151 -0.156 0.501
H 0.781 -0.629 -0.465
H 0.045 -0.434 -0.723
H -0.694 0.880 0.863
H 2.582 1.403 -2.746
H 0.683 -0.004 0.428
C 1.923 -0.509 0.154
C 0.259 -0.355 -0.945
O -0.650 -0.490 0.602
P 0.302 -0.631 -1.432
O 0.095 0.325 0.767
O 0.294 -0.450 -0.822
C -0.340 -0.537 0.337
C 1.407 -0.428 1.417
O -0.399 0.746 -1.170
C -0.244 1.153 2.039
C -0.325 -0.263 0.332
H -0.719 1.164 -0.307
H -0.209 -0.037 0.182
H -0.410 -0.362 0.355
H -0.238 0.844 -0.231
H 0.087 -0.677 0.978
H -0.063 0.917 0.983
H -0.317 -0.008 0.129
H -0.218 -0.165 -0.260
H -0.365 0.084 0.157
H -0.655 0.354 -1.883
H -0.605 -0.601 0.061
H 0.719 -0.479 -0.542
H 0.836 -0.106 -0.225
H 0.120 0.575 -0.492
H -0.452 -0.085 -0.075
C -2.597 1.291 1.198
C 1.150 0.441 0.702
O 0.318 -0.516 0.467
P 1.175 -1.095 1.796
O 0.131 0.078 -0.263
O -0.187 0.304 -1.472
C -0.664 -1.031 0.485
C 0.574 3.896 0.884
O -3.032 0.302 -1.591
C 1.404 -0.393 1.334
C -0.277 0.909 0.328
H 0.241 -0.219 0.019
H 0.701 -0.157 -0.182
H 0.825 0.043 -1.110
H -0.455 -1.232 -0.848
H 0.257 0.394 -0.023
H 0.138 -0.184 -0.546
H 0.700 0.144 -0.148
H 0.383 -0.823 -0.211
H 0.152 -0.056 -0.271
H -0.764 -2.225 0.221
H 0.174 0.509 0.809
H 0.313 -0.047 -1.047
H 0.164 -0.092 -0.193
H 0.189 0.189 -0.298
H -0.834 -0.414 -0.062
C -0.896 -3.191 0.226
C 0.392 1.321 0.464
O 0.377 -1.000 0.559
P -0.143 0.863 -0.116
O -0.454 -0.153 0.124
O 0.270 0.115 0.086
C 0.456 -0.629 -0.427
C -0.385 -0.989 3.386
O -1.499 -0.805 0.250
C 0.029 3.382 -0.547
C 0.650 -0.663 -0.248
H 0.620 0.320 -0.463
H -0.095 1.213 -0.420
H 0.253 0.903 0.480
H -0.086 -0.034 -0.516
H -0.089 -0.027 0.039
H 0.123 1.469 -1.513
H 0.507 -0.220 0.251
H 0.472 0.010 -0.604
H -0.462 0.935 -1.466
H -0.134 -0.108 -0.092
H 1.252 -1.444 -0.728
H -0.065 -1.613 0.882
H -1.210 1.282 0.444
H 0.219 -0.460 0.061
H -0.075 -0.425 -0.227
C 0.158 1.778 2.308
C -1.137 1.587 1.264
O 0.836 0.223 -1.333
P 0.141 -1.103 0.295
O -0.516 0.016 -0.631
O -0.071 -0.865 0.535
C -1.962 1.092 -1.870
C -0.940 0.631 1.691
O -0.532 0.136 0.748
C -0.114 0.779 -2.793
C -1.277 -0.428 0.608
H -0.488 0.138 -1.017
H 0.831 -0.872 -0.313
H 0.718 -0.018 -1.395
H 0.104 -1.266 0.454
H -0.057 -0.987 0.077
H 0.219 0.212 0.510
H 0.737 -0.373 0.185
H 0.681 -0.488 0.255
H 0.598 0.340 -0.016
H 0.370 -0.838 -1.318
H 0.531 -0.036 1.721
H 0.094 0.660 0.208
H -0.198 0.424 0.242
H 1.384 -0.867 0.059
H 0.087 0.027 -0.423
C -0.443 0.843 2.443
C 0.103 -0.441 0.361
O 0.116 0.276 -0.527
P 1.639 -0.099 -0.677
O -0.686 0.173 -0.478
O 1.112 0.003 0.625
C -0.960 0.477 -0.544
C 0.076 0.668 0.584
O -1.691 -0.077 1.831
C 0.063 -0.720 -0.892
C 1.394 -1.489 1.749
H -0.894 -0.307 -1.056
H 1.040 0.154 -1.532
H 0.389 -0.911 -0.109
H 0.300 0.443 0.361
H -0.573 0.175 -0.391
H 0.072 -0.116 -0.518
H 0.117 -0.432 0.895
H 0.484 -1.061 -0.410
H 0.454 0.031 -0.153
H -0.801 0.136 -0.566
H 0.588 0.727 0.171
H -0.259 -0.288 0.352
H 0.186 1.288 -1.022
H -1.169 -0.108 -0.809
H -0.581 0.659 0.341
C 1.728 1.029 -2.068
C -0.971 -1.209 2.027
O 1.149 0.876 -1.844
P -0.132 -3.336 0.890
O 0.760 0.041 -1.546
O 0.832 0.230 1.311
C 0.999 -0.011 -0.914
C -0.060 0.754 0.456
O -1.463 0.433 0.541
C -0.891 0.485 0.676
C -1.258 -2.047 -0.108
H -0.302 -0.128 0.716
H -0.445 0.161 -0.623
H -0.227 0.739 0.228
H -0.298 0.162 0.095
H -0.280 0.163 0.752
H 0.269 -0.454 0.785
H -0.490 0.316 -0.133
H 0.012 0.239 -0.702
H 0.101 -0.352 0.222
H -0.177 -0.124 -0.098
H -0.089 0.144 -0.018
H 0.398 0.277 -0.619
H 0.321 0.597 0.075
H 0.437 0.298 -0.277
H 0.383 0.414 0.027
Cl 0.563 0.016 0.216
C -0.360 -0.278 0.820
C -1.124 0.213 0.341
Cl -0.460 0.112 -0.243
H 0.030 -0.537 -0.085
H 0.780 0.581 -0.403
H 0.267 0.157 -0.576
H 0.251 -0.118 -0.097
Cl -0.385 -0.222 -0.267
C -0.278 0.872 0.547
C 0.494 1.230 -0.047
Cl -0.056 0.138 -0.063
H -0.384 -0.360 -0.023
H 0.509 -0.609 -0.515
H -0.218 -0.198 0.197
H 0.075 -0.786 0.229
Cl 0.243 -0.422 0.384
C -0.147 1.326 0.203
C -0.253 0.106 -1.000
Cl -0.258 -0.238 0.186
H -0.089 -0.136 -0.148
H -0.159 -0.311 -0.051
H 0.611 -0.359 0.834
H -0.002 0.243 -0.237
Cl 0.450 -0.916 -0.801
C -0.023 0.748 0.355
C 1.212 -0.108 0.791
Cl -0.392 0.203 -0.811
H 0.288 0.023 0.435
H -0.362 0.049 -0.485
H -1.078 -0.527 0.216
H -0.082 0.586 0.111
Cl -0.026 -1.067 0.198
C -1.869 0.762 0.792
C -0.458 2.822 -0.485
Cl 0.183 -0.132 0.208
H -0.231 0.120 0.087
H 1.866 -0.296 -0.763
H 0.101 -1.538 -0.159
H 0.167 -1.012 0.312
Cl 0.549 0.312 0.504
C 0.421 0.542 -0.833
C -0.483 -0.467 1.840
Cl 0.367 -0.277 -0.510
H -1.136 -0.407 0.321
H 0.129 0.642 -0.772
H 0.248 0.208 -0.375
H -0.127 -0.495 -0.216
Cl 0.327 0.358 -0.378
C 0.454 0.706 0.424
C 0.900 0.820 0.584
Cl -0.567 -0.338 0.350
H -0.750 -0.234 -0.089
H -0.328 -0.169 -0.122
H 0.168 -1.005 -0.059
H -0.241 -0.051 -0.657